Record 1
{"formula": "C30H48BaN3O2", "method": "the ωB97M-V functional and the def2-TZVPD basis", "e_lumo_ev": [-4.28, -4.29], "molar_mass_g_mol": 620.061, "e_tot_ev": -41145.956, "multiplicity": 1, "relative_energy_kj_mol": 7.57, "charge": 1, "elements": ["H", "H", "N", "H", "H", "H", "H", "N", "C", "C", "C", "C", "C", "C", "C", "C", "H", "C", "H", "C", "H", "H", "H", "H", "H", "C", "H", "H", "C", "O", "C", "H", "H", "C", "H", "H", "H", "C", "H", "H", "C", "H", "H", "H", "H", "H", "H", "H", "H", "C", "H", "H", "C", "C", "C", "C", "H", "C", "C", "C", "H", "C", "H", "H", "C", "H", "H", "H", "H", "H", "H", "H", "N", "H", "C", "C", "C", "H", "H", "H", "C", "H", "Ba", "O"], "xyz": [[-3.9138, 2.4265, -4.6660], [2.5293, -3.1224, -1.1260], [0.9771, -4.2981, -2.9968], [-1.1180, -6.1779, 3.0325], [0.0116, 1.6652, 3.7647], [-1.0134, 4.7129, 1.4597], [-2.4579, -5.8221, 1.0677], [-0.1805, -0.2912, -0.7301], [0.2239, -1.0171, 2.8749], [-1.1536, 2.6674, -2.5913], [1.4910, 5.4788, -0.8150], [0.4784, -0.4132, 4.2557], [-3.3056, 2.1686, -3.7944], [-1.2269, 2.7305, -5.1008], [-0.3350, -2.3396, 0.4062], [-2.4176, 4.4745, -3.8129], [-3.1017, 1.1004, -3.8345], [-0.1030, -2.4115, 2.7813], [2.5318, 3.5729, 0.8977], [-0.8090, -5.1311, 3.0693], [-1.0502, -1.6030, 5.2799], [-0.9843, 4.6358, -1.9011], [3.9680, -2.9542, -2.1124], [0.6670, -4.5341, -2.0548], [2.5555, -1.0834, 4.3339], [-0.7813, -0.5549, 5.1235], [-1.5542, 5.1420, -3.8832], [-2.9386, -4.2193, 1.6295], [-2.1890, -4.7618, 1.0470], [-0.9020, 0.3748, -3.1893], [2.4504, -4.1646, -2.9964], [1.8873, 6.3438, -0.2775], [-2.9966, 4.7476, -2.9258], [1.6389, -1.1620, 4.9251], [2.9600, -5.0565, -2.6282], [0.1763, -5.0983, 3.5448], [-3.0451, 4.6629, -4.6863], [2.8784, -2.9820, -2.1518], [2.0801, 5.0378, 1.7665], [2.7802, -4.0209, -4.0270], [-0.7883, -4.5704, 1.6453], [0.7004, -5.0776, -3.5846], [1.4197, -2.2232, 5.0671], [2.5256, -0.9550, -2.0192], [2.7293, -1.4637, -3.5371], [1.2549, -5.1993, 1.1843], [-1.6343, -0.0502, 4.6628], [-1.8347, 3.0324, -5.9577], [-0.6169, -0.1119, 6.1096], [0.8375, 1.0672, 4.1630], [-0.0759, 6.2093, 1.3299], [-2.2345, -4.4194, 0.0159], [-0.7037, 3.6041, -1.7242], [-0.0345, -0.9266, 0.4634], [0.2325, -5.3961, 0.8480], [-0.4442, 5.3439, 0.7724], [0.1679, -5.1848, -0.2173], [0.2371, -0.3015, 1.7298], [-0.7120, 1.3055, -2.3504], [0.1806, 3.3601, -0.5920], [0.0358, -6.4622, 0.9897], [-0.0998, 0.9914, -1.0439], [2.3323, 4.9551, -1.2776], [0.4022, 0.7582, 1.7782], [-2.0147, 3.0010, -3.8087], [1.7189, 1.2385, 3.5375], [-1.1289, 5.7191, 0.0076], [-0.3048, 3.3189, -5.1252], [1.1759, 3.5507, 2.0422], [1.1133, 1.8721, 0.5538], [-0.9666, 1.6812, -5.2167], [-1.5187, -4.6029, 3.7121], [2.2948, -1.7135, -2.6536], [1.0617, 1.4477, 5.1612], [-0.4062, -3.0844, 1.6339], [1.6816, 4.1475, 1.2766], [0.7313, 4.5670, 0.1601], [0.8501, 5.8588, -1.6148], [-0.1417, -2.9635, 3.7122], [-3.8971, 2.3803, -2.8999], [0.4466, 2.0873, -0.2631], [1.8345, -0.7356, 5.9123], [-0.5561, -1.8850, -2.7946], [-0.5584, -2.8936, -0.7468]], "forces_ev_per_angstrom": [[0.0, 0.0, 0.1], [-0.1, 0.0, 0.0], [0.3, -0.3, 0.0], [0.0, 0.1, 0.0], [0.0, -0.1, 0.0], [0.0, 0.0, 0.0], [0.0, 0.1, 0.0], [0.1, 0.4, 0.7], [-0.1, -0.5, 0.3], [0.2, -0.1, 0.0], [0.1, 0.1, -0.1], [0.0, -0.1, -0.1], [-0.1, 0.0, 0.0], [0.0, 0.1, -0.1], [-0.2, -0.3, -0.5], [0.0, 0.1, 0.0], [0.0, 0.0, 0.0], [0.0, 0.1, 0.3], [0.0, 0.0, 0.0], [0.0, 0.0, 0.1], [0.0, 0.1, 0.0], [0.0, -0.1, 0.0], [0.1, 0.0, 0.0], [0.0, 0.0, -0.1], [-0.1, 0.0, 0.0], [-0.1, -0.1, 0.0], [0.0, -0.1, 0.0], [0.1, 0.0, 0.0], [-0.1, -0.1, 0.0], [-0.1, 2.1, 0.2], [-0.3, 0.1, -0.1], [0.0, 0.0, 0.0], [0.0, 0.0, 0.0], [0.1, 0.0, 0.1], [0.0, -0.1, 0.1], [-0.1, 0.0, -0.1], [0.0, 0.0, 0.0], [-0.1, 0.2, 0.1], [0.0, 0.0, 0.0], [0.0, 0.0, 0.0], [0.1, 0.1, 0.0], [0.1, 0.0, 0.0], [0.0, 0.1, 0.0], [0.0, 0.0, 0.0], [0.0, 0.0, 0.0], [-0.1, 0.0, 0.0], [0.0, 0.0, 0.0], [0.0, 0.0, 0.0], [0.0, 0.0, -0.1], [0.0, 0.1, 0.0], [0.0, -0.1, 0.0], [0.0, 0.0, 0.0], [0.1, 0.3, 0.2], [0.1, 0.4, 0.1], [0.1, -0.1, 0.0], [-0.1, 0.1, 0.0], [0.0, 0.0, 0.0], [-0.1, 0.0, -0.5], [-0.2, -0.3, -0.2], [-0.3, 0.4, -0.3], [0.0, 0.1, 0.0], [0.2, 0.1, 0.2], [-0.1, 0.0, 0.0], [0.0, 0.0, 0.0], [0.1, 0.0, 0.0], [0.0, 0.0, 0.0], [0.0, 0.0, 0.1], [-0.1, 0.0, 0.0], [0.0, 0.0, -0.1], [0.0, 0.0, 0.0], [0.0, 0.0, 0.0], [0.0, 0.0, -0.1], [0.2, -0.1, 0.0], [0.0, 0.0, 0.0], [0.2, 0.0, -0.1], [0.1, 0.0, 0.1], [-0.1, 0.0, -0.1], [0.0, 0.0, 0.1], [0.0, 0.1, -0.1], [0.0, 0.0, 0.0], [-0.1, -0.5, 0.0], [0.0, 0.0, 0.0], [-0.3, -1.7, -2.1], [0.2, -0.4, 2.1]], "lowdin_charge": [0.0920, 0.1133, -0.1016, 0.0910, 0.0876, 0.0936, 0.0911, 0.0228, -0.1509, -0.0775, -0.0365, -0.5571, -0.0348, -0.0341, -0.2771, -0.0628, 0.0694, 0.0564, 0.0935, -0.0646, 0.0811, 0.0995, 0.1176, 0.0290, 0.0934, -0.0373, 0.0894, 0.0956, -0.0353, -0.3702, -0.2570, 0.0917, 0.0951, -0.0403, 0.1179, 0.0927, 0.0926, -0.2570, 0.0937, 0.1163, -0.5317, 0.0832, 0.0796, 0.0771, 0.0835, 0.0959, 0.0934, 0.0908, 0.0909, -0.0676, 0.0931, 0.0682, 0.0700, -0.1670, -0.0343, -0.0339, 0.0495, 0.0463, -0.2660, -0.1427, 0.0915, -0.1742, 0.0943, 0.0734, -0.5388, 0.0878, 0.0813, 0.0946, 0.0770, 0.0907, 0.0708, 0.0917, -0.0884, 0.0918, -0.0765, -0.0575, -0.5570, 0.0805, 0.0959, 0.0950, 0.0374, 0.0905, 2.0877, -0.4399]}

***

Record 2
{"formula": "C30H48BrCuN3P2", "method": "the ωB97M-V functional and the def2-TZVPD basis", "e_lumo_ev": [-6.53, -9.24], "molar_mass_g_mol": 656.133, "e_tot_ev": -169602.416, "multiplicity": 2, "relative_energy_kj_mol": 45.45, "charge": 2, "elements": ["H", "C", "C", "C", "H", "Cu", "C", "C", "H", "C", "H", "H", "P", "H", "C", "H", "H", "N", "H", "C", "H", "H", "H", "H", "P", "C", "H", "C", "H", "H", "C", "H", "C", "H", "Br", "H", "C", "C", "H", "H", "H", "C", "C", "C", "C", "C", "H", "C", "N", "C", "H", "H", "N", "H", "C", "C", "H", "H", "H", "H", "C", "H", "H", "H", "C", "H", "H", "H", "H", "H", "C", "C", "H", "C", "H", "H", "H", "H", "C", "H", "C", "H", "H", "H", "H"], "xyz": [[-1.9543, 1.2083, 3.8909], [0.7706, -0.8696, -1.7319], [-2.1723, -1.9928, -3.7255], [2.7952, 2.5097, -0.4919], [1.5801, -2.1655, -0.1522], [0.5988, -0.0704, 0.0020], [-1.9910, 0.7944, 1.7837], [-0.9468, -1.4267, -3.4047], [3.9844, 1.9715, 1.2826], [5.0841, -3.0690, -1.4365], [0.2802, 4.2971, -0.7116], [1.0391, -0.1212, -2.4864], [-2.9738, 1.0138, 0.2598], [4.8977, -1.6312, -4.3703], [4.0337, -2.4629, -0.7285], [-1.1660, 0.8742, -1.3439], [1.3711, 4.7911, 2.8799], [0.5700, -1.0470, 1.8716], [3.1134, -0.4415, 4.0060], [-4.0982, -0.4526, 0.4219], [-0.0547, 2.9943, 2.0647], [-5.9643, 0.6204, 0.0708], [-2.5203, 1.0431, -3.4563], [2.6312, 4.4569, 1.6806], [1.0881, 2.1525, 0.1156], [-0.3128, -1.7516, -2.1911], [5.6961, -3.8441, -0.9601], [-0.7728, -2.8604, -1.4589], [-2.2461, -0.5187, -1.4617], [-1.2362, -2.0836, 1.6210], [2.7038, -0.3559, 2.9890], [2.6963, 0.7103, 2.7285], [1.0021, 2.9925, 1.7613], [2.9601, 3.5958, -0.4136], [-4.4983, -3.4423, -3.1214], [-1.6280, -2.3868, 5.3225], [-5.4366, -0.2699, -0.2978], [-2.6877, 1.2050, 3.0752], [-0.4559, -0.6868, -4.0444], [-4.0239, 0.9051, -2.5333], [1.0526, 5.1151, 1.1769], [3.5528, -1.1736, -2.7183], [0.1917, 3.0430, -2.4774], [1.8205, -1.3627, -0.8638], [-1.5436, -2.8137, 4.3104], [4.6321, -1.8390, -3.3290], [-2.4033, -4.2382, -1.1690], [3.9230, 1.7498, 0.2078], [5.3806, -2.7504, -2.7009], [-0.4644, -2.1049, 3.5930], [-3.5731, -1.3431, 0.0337], [-1.3028, -3.8826, 4.4329], [-0.4917, -1.8206, 2.2703], [-4.2765, -0.6012, 1.4994], [1.5507, 4.4189, 1.8628], [0.0532, 3.2497, -0.9663], [3.3990, -0.8748, 2.3131], [4.8858, 2.0467, -0.2303], [-6.0721, -1.1429, -0.0986], [1.1643, 3.3917, -2.8495], [-2.9872, 1.2605, -2.4874], [3.8236, 0.6645, 0.0731], [-0.5789, 3.6325, -2.9954], [1.0943, -1.6394, 5.0710], [-2.7699, -2.9026, -2.8360], [-0.9892, 3.0679, -0.6559], [-2.9979, 2.3527, -2.3493], [-2.6419, -1.7066, -4.6611], [-0.1663, -3.2694, -0.6498], [-1.0268, 1.3170, 1.6647], [0.7275, -1.5804, 4.0571], [1.3602, -0.9613, 2.9656], [2.7885, 2.2529, -1.5642], [-2.2250, 0.5727, -1.3558], [-1.8023, -0.2837, 1.8013], [-3.4788, 0.4920, 3.3426], [-5.3287, -0.1884, -1.3868], [-3.1242, 2.2089, 2.9959], [-2.0148, -3.4171, -1.7637], [-2.5221, -2.7306, 3.8153], [3.1750, -1.5634, -1.4057], [3.8530, -2.7402, 0.3122], [0.0636, 1.9929, -2.7735], [1.5265, 2.3416, 2.4771], [3.0070, -0.4261, -3.2939]], "forces_ev_per_angstrom": [[-0.2, 0.0, -0.2], [2.4, -2.0, -0.5], [0.2, -0.2, 0.1], [-0.1, 0.0, -0.2], [0.0, 0.2, -0.5], [0.2, 1.1, 2.0], [0.7, 0.9, -0.3], [0.1, 0.0, 0.6], [-0.1, 0.0, -0.3], [-0.2, 0.6, 0.0], [-0.1, -0.3, -0.1], [0.2, -0.4, 0.2], [-0.3, -2.8, 0.1], [-0.1, 0.0, 0.4], [-0.1, 0.0, -0.6], [-0.3, 0.1, -0.1], [0.1, 0.0, -0.3], [0.2, -0.6, 0.5], [-0.1, 0.1, -0.4], [-0.8, 0.7, 0.4], [0.2, 0.0, 0.0], [0.1, -0.3, -0.1], [-0.1, 0.0, 0.3], [-0.2, 0.0, 0.0], [0.3, 1.1, -0.1], [-0.6, 0.2, 0.3], [-0.2, 0.4, -0.2], [-0.4, 0.3, -0.1], [-0.2, 0.2, 0.3], [0.7, 0.0, 0.3], [0.7, 0.4, 0.1], [0.0, -0.3, 0.0], [0.0, 0.0, 0.0], [-0.1, -0.3, -0.1], [-1.0, -0.4, -0.1], [-0.1, -0.2, -0.4], [-0.4, -0.2, -0.1], [-0.3, 0.1, 0.2], [-0.4, -0.2, 0.1], [0.3, 0.2, -0.1], [0.1, -0.2, 0.1], [0.3, -0.6, 0.3], [0.0, 0.1, -0.1], [-1.4, -1.2, -2.4], [-0.3, -0.5, 0.5], [-0.2, 0.5, 0.7], [0.0, 0.1, -0.1], [0.2, 0.0, 0.0], [-0.3, -0.3, 0.1], [0.6, 0.3, -0.3], [0.1, 0.5, 0.1], [-0.1, 0.4, -0.1], [-0.3, 0.2, 0.0], [0.0, 0.1, -0.3], [0.0, 0.1, 0.1], [0.0, 0.1, 0.3], [-0.2, 0.2, 0.1], [-0.3, -0.1, 0.1], [0.1, 0.3, -0.1], [-0.3, -0.2, 0.1], [-0.2, 0.3, -0.3], [0.0, 0.2, 0.1], [0.3, -0.2, 0.1], [0.0, 0.0, -0.1], [1.6, 0.4, 0.0], [0.2, 0.2, 0.0], [0.0, -0.3, -0.1], [-0.2, -0.1, 0.2], [-0.3, 0.1, -0.1], [-0.4, -0.3, 0.1], [-0.2, -0.1, 0.0], [-1.2, -0.4, -0.3], [0.0, 0.1, 0.3], [0.7, 0.9, 0.1], [-0.1, 0.4, -0.2], [0.1, 0.3, 0.0], [0.0, -0.1, 0.3], [0.1, -0.2, 0.2], [0.0, 0.3, -0.2], [0.3, 0.0, 0.1], [1.5, 0.4, -0.1], [-0.1, -0.1, -0.3], [0.1, 0.2, 0.0], [-0.2, 0.2, -0.2], [0.0, -0.3, 0.1]], "lowdin_charge": [0.0934, -0.2011, -0.1075, -0.3645, 0.1025, 0.2487, -0.3983, -0.0402, 0.0697, -0.1078, 0.0879, 0.0998, 1.2404, 0.1194, -0.0094, 0.0248, 0.0880, 0.0188, 0.1035, -0.3474, 0.0673, 0.0873, 0.0866, 0.0757, 0.9470, -0.2459, 0.1208, -0.0263, 0.0615, 0.1568, -0.0060, 0.0503, -0.3815, 0.0926, 0.8513, 0.1029, -0.1247, -0.1051, 0.1332, 0.0694, 0.0723, 0.0018, -0.1303, -0.1289, -0.0033, -0.1092, 0.1124, -0.1261, 0.0748, -0.2833, 0.0888, 0.1042, 0.0153, 0.0844, -0.1215, -0.3730, 0.0910, 0.0923, 0.0916, 0.0822, -0.1084, 0.0504, 0.0886, 0.1311, -0.7438, 0.0544, 0.0836, 0.1195, 0.1174, 0.0212, 0.0407, -0.3007, 0.0809, -0.3772, 0.0500, 0.0788, 0.0588, 0.0877, -0.1059, 0.0849, -0.2150, 0.1127, 0.0493, 0.0639, 0.1078]}